No. 1
Computed, not measured: C17H24B2N10O7P2S2Y as an isolated structure, with wB97M-V/def2-TZVPD.

As for the spin multiplicity: 1. The value obtained for the lowest unoccupied orbital energy is 2.6 eV. Its net charge is -1. The value obtained for the frontier orbital gap is 0.289 hartree. The calculation puts the HOMO energy at -5.29 eV. The relative energy (zero: lowest compared OMol25 entry of this formula, charge and spin) is 0.000 eV. As for the strongest force on any atom: 2.12 eV/A.

Atoms and positions in Å:
C 4.20 1.99 -1.16
N 2.64 0.68 -0.31
H 1.14 -4.27 4.16
H 0.84 3.73 4.26
O -1.63 -0.11 -1.18
N -0.63 -3.93 1.44
H 2.72 4.19 -0.36
C -4.52 -1.29 0.43
C 0.48 4.34 -1.97
N -2.76 -2.58 0.79
C -2.46 -1.37 1.29
C -1.21 2.95 -1.85
H 5.66 0.37 -1.54
C -0.56 -4.38 2.74
P -2.11 -0.46 -2.61
O 0.94 -0.54 -2.39
N 2.97 1.96 -0.64
N 0.80 1.91 1.52
H 0.80 -0.24 -5.69
C -3.63 0.82 1.45
H -1.04 -2.33 -2.33
S -1.00 -0.81 2.02
N -0.23 2.44 -1.09
H -2.13 2.41 -1.97
H 3.61 -1.14 -0.48
H 2.23 4.75 2.11
C 1.66 3.84 2.22
H -4.46 -3.38 -0.27
O 0.86 -0.72 -4.87
C -0.81 4.16 -2.42
B -1.94 -3.94 0.59
B 2.06 3.18 -0.27
O -3.48 -0.12 -2.99
N 0.80 3.32 -1.17
H 3.31 -3.28 1.44
C 4.70 0.70 -1.18
H -3.45 0.99 2.51
H -0.20 1.38 3.26
O -1.07 0.31 -3.59
C 3.67 -0.07 -0.64
C 2.69 -2.92 2.26
H 4.63 2.92 -1.48
N -3.56 -0.60 1.13
C 0.44 2.11 2.78
H 3.12 -3.23 3.21
C 0.68 -4.10 3.21
O 1.11 1.61 -3.86
H -1.40 -4.84 3.22
H 1.19 5.13 -2.15
C 0.54 -3.38 1.09
C -4.03 -2.53 0.24
P 0.55 0.26 -3.64
H -2.65 -4.84 1.02
H -5.45 -0.84 0.13
H -4.63 1.16 1.18
H -1.68 -4.07 -0.58
N 1.35 -3.49 2.17
O -1.81 -2.00 -2.82
C 0.96 3.31 3.28
H -1.38 4.78 -3.09
H 2.65 -1.83 2.21
N 1.56 2.99 1.18
Y 0.29 0.17 -0.42
H -2.90 1.38 0.87
S 0.99 -2.63 -0.39

Atom charges from the natural (NBO) analysis, given in e for atoms 1 to 5: number 1, C, carries 0.006; number 2, N, carries -0.407; number 3, H, carries 0.213; number 4, H, carries 0.218; number 5, O, carries -1.258

=====

No. 2
Computed, not measured: an isolated ion of composition C5H11N2O and charge +1, with wB97M-V/def2-TZVPD.

As for the spin multiplicity: 3. The value obtained for the lowest unoccupied orbital energy (spin up / spin down) is -3.3 / -8.4 eV. Its net charge is +1. The value obtained for the frontier orbital gap (spin up / spin down) is 0.276 / 0.241 hartree. Its expectation value of S² is 2.0324. The calculation puts the HOMO energy (spin up / spin down) at -10.77 / -15.00 eV. The relative energy (zero: lowest compared OMol25 entry of this formula, charge and spin) is 3.113 eV. As for the strongest force on any atom: 5.33 eV/A.

Atoms and positions in Å:
H -2.14 -0.53 -1.14
N 1.43 -0.93 1.76
C 0.72 -1.63 1.04
H -0.99 1.98 0.73
C -0.28 0.15 -0.40
H 2.09 2.28 -0.68
H -1.16 -0.08 -2.53
O 1.20 2.04 -0.66
H 0.73 -2.70 1.15
H -0.03 0.63 1.76
N 0.04 -1.24 -0.11
C -1.44 0.11 -1.50
C -0.78 0.86 0.88
H -1.93 1.11 -1.41
H -0.54 -2.00 -0.46
H 2.05 -1.24 2.61
H -1.69 0.31 1.00
H 1.75 0.09 -1.17
C 0.97 0.80 -0.85

Atom charges from the natural (NBO) analysis, given in e for atoms 1 to 5: number 1, H, carries 0.202; number 2, N, carries -0.449; number 3, C, carries 0.231; number 4, H, carries 0.274; number 5, C, carries 0.010

=====

No. 3
Computed, not measured: C28H28N2SiTc as an isolated structure, with wB97M-V/def2-TZVPD.

As for the spin multiplicity: 4. The value obtained for the lowest unoccupied orbital energy (spin up / spin down) is -6.8 / -8.5 eV. Its net charge is +2. The value obtained for the frontier orbital gap (spin up / spin down) is 0.206 / 0.213 hartree. Its expectation value of S² is 3.7679. The calculation puts the HOMO energy (spin up / spin down) at -12.42 / -14.27 eV. The relative energy (zero: lowest compared OMol25 entry of this formula, charge and spin) is 0.000 eV. As for the strongest force on any atom: 4.70 eV/A.

Atoms and positions in Å:
C 2.49 -2.14 -1.17
H -0.86 -3.61 0.61
H -3.10 0.64 4.34
H 0.55 5.73 -2.00
C 3.93 -2.45 -3.07
Si 1.75 0.40 -0.09
C 3.31 -0.21 -2.39
H -2.11 2.26 -0.20
H -0.33 -2.87 -1.83
C -3.10 2.39 3.07
H -2.80 -1.43 4.59
H 3.39 0.87 -2.47
C 1.04 4.48 -0.30
H 0.25 -0.40 -2.75
H -2.24 -3.91 4.70
H 0.45 3.80 -3.57
Tc -0.98 -0.72 -0.08
C 3.16 -3.00 -2.03
H 1.97 -2.56 -0.31
C -2.92 1.05 3.35
C 0.72 3.64 -2.52
H 4.64 -0.64 -4.03
C -1.28 -3.18 1.53
C 0.73 4.72 -1.65
H 4.01 0.41 0.80
C 2.54 -0.75 -1.36
H -0.03 0.68 -0.02
C -2.28 -1.95 -1.17
C -2.44 0.17 2.38
H -3.70 -0.25 -0.92
N -1.58 -1.85 1.51
C -2.35 1.94 0.82
C 1.39 3.21 0.14
C -2.06 -3.34 3.80
C 1.49 2.14 -0.76
C -2.37 -1.98 3.75
H 3.00 -0.77 1.70
H -2.92 3.88 1.47
C -0.96 -2.00 -1.74
N -2.12 0.63 1.13
H 1.04 5.32 0.39
C -1.73 0.18 -1.88
H -1.28 -5.00 2.61
C -2.82 2.84 1.77
C -0.65 -0.68 -2.20
H -3.44 3.09 3.82
C 1.07 2.36 -2.09
H 1.57 3.02 1.20
H 3.09 -4.07 -1.85
C 3.01 0.25 1.27
H 0.59 -1.28 0.25
C 4.01 -1.07 -3.24
H 4.49 -3.13 -3.71
C -1.52 -3.94 2.65
H -1.78 1.24 -2.13
H 2.83 0.98 2.07
H 1.00 1.54 -2.80
C -2.15 -1.25 2.59
H -2.83 -2.77 -0.76
C -2.74 -0.60 -1.24

Atom charges from the Mulliken analysis, given in e for atoms 1 to 5: number 1, C, carries -0.370; number 2, H, carries 0.407; number 3, H, carries 0.425; number 4, H, carries 0.454; number 5, C, carries -0.571

=====

No. 4
Computed, not measured: a 11-piece molecular cluster, C22H66O11 overall, with wB97M-V/def2-TZVPD.

As for the spin multiplicity: 1. The value obtained for the lowest unoccupied orbital energy is 0.4 eV. As for the SMILES: CCO.CCO.CCO.CCO.CCO.CCO.CCO.CCO.CCO.CCO.CCO. The value obtained for the frontier orbital gap is 0.337 hartree. The calculation puts the HOMO energy at -8.82 eV. The relative energy (zero: lowest compared OMol25 entry of this formula, charge and spin) is 15.266 eV. As for the strongest force on any atom: 12.62 eV/A.

Atoms and positions in Å:
H -1.91 -1.15 -5.21
O -1.70 1.00 -3.76
O 0.25 -2.48 1.00
C -3.72 -0.36 1.02
H -3.45 1.98 5.27
H -3.78 2.61 1.35
C 3.83 -2.15 -0.85
C 2.40 1.57 3.46
O 4.91 -0.03 -0.10
H -2.68 -1.01 -0.73
H -1.38 1.69 -5.65
H -0.40 -0.81 -1.46
H 0.61 -2.44 2.77
C -2.13 3.83 2.01
H -0.82 -0.49 -6.51
H -2.61 0.57 6.67
H 2.68 4.14 0.06
H 1.12 -1.04 -0.96
H 3.21 1.19 5.55
C 3.11 1.98 4.75
C -3.05 3.34 0.93
H 0.82 6.16 -2.34
H 1.60 -1.63 -3.51
H -2.52 -3.24 -0.28
O 0.65 5.16 -2.39
H -2.08 -4.11 -3.07
O 4.35 2.55 4.53
H 2.12 -3.77 -5.61
H -0.84 -1.12 5.34
C 0.33 1.03 -0.18
C 4.03 -1.10 0.29
H -2.47 4.52 2.82
H 3.71 -1.59 -1.87
H 0.83 -3.23 -3.27
H 1.15 1.48 -0.23
C 1.07 -2.95 2.01
H -0.73 -0.26 4.13
H 1.28 1.27 3.63
H -0.55 1.49 -0.61
C 1.11 -4.53 2.08
O -0.96 -4.33 -0.78
H -4.63 0.27 1.09
C -2.42 -3.39 -2.35
C -3.56 -0.51 -0.43
H -3.46 -3.44 -2.44
H 2.31 2.23 2.72
H 0.23 -2.26 -4.60
H 4.44 -1.12 1.20
H -2.53 2.97 0.07
C 0.50 -0.20 -1.17
H -0.28 0.30 5.47
C 1.91 4.71 -1.77
H 0.84 -0.04 -2.15
O 2.34 -1.66 -5.78
H 2.04 -2.49 1.93
H 3.08 -2.90 -0.29
C 1.13 -2.59 -4.00
H -3.27 4.44 0.52
O -2.72 1.56 4.81
H 4.72 -2.58 -1.05
H -0.03 0.96 -4.68
C -0.97 -0.10 5.03
H 4.57 2.81 5.39
H 2.97 -0.78 0.60
C -2.22 -4.01 -0.95
O -4.75 -1.07 -1.11
H -2.61 -0.16 -6.14
C -1.58 -0.38 -5.78
H 2.23 2.68 5.31
C -2.36 0.44 5.51
C 1.82 4.72 -0.22
H 1.59 5.75 0.11
H 2.07 3.74 -2.15
H 0.97 4.21 0.23
H 1.55 -4.80 1.13
H 3.24 -3.11 -4.60
H -3.37 0.56 -0.68
O -0.08 0.36 0.99
H 1.73 -4.65 2.85
H 2.77 5.22 -2.19
H -0.63 -3.80 0.02
H -0.33 1.08 1.65
H 0.32 -1.56 0.98
H -3.17 -0.23 5.21
H 5.06 0.49 0.64
H 0.09 -4.83 2.46
H 2.85 0.68 3.15
H -2.90 0.26 1.38
H -1.42 4.41 1.62
H -1.83 2.37 3.20
H -4.11 -1.17 1.66
H 1.86 -1.88 -6.58
H -4.70 -0.77 -1.86
H -1.76 1.89 -3.60
H -2.95 -4.94 -0.97
H -1.90 -2.33 -2.32
C -1.01 0.97 -4.99
O -1.34 2.75 2.56
C 2.23 -2.80 -4.95

Atom charges from the Mulliken analysis, given in e for atoms 1 to 5: number 1, H, carries 0.216; number 2, O, carries -0.396; number 3, O, carries 0.267; number 4, C, carries -1.014; number 5, H, carries 0.245

=====

> strongest force on any atom of number 2 (C5H11N2O)?

5.33 eV/A